{"formula": "C4H3BrClNS", "method": "ωB97M-V/def2-TZVPD", "spin_multiplicity": 1, "relative_energy_kj_mol": 346.09, "smiles": "[S-][N+]#CCBr.C#CCl", "e_lumo_ev": -0.2, "mol_weight_g_mol": 212.499, "species": ["S", "N", "C", "C", "Br", "H", "H", "C", "C", "Cl", "H"], "xyz": [[-2.5836, -3.2474, -0.4226], [-1.6591, -2.0949, -0.0219], [-1.0255, -1.2070, 0.4326], [0.0584, -0.2627, 0.6794], [1.4712, -0.5558, -0.6285], [0.5650, -0.5564, 1.6031], [-0.2886, 0.8495, 0.7646], [-2.3075, 0.7637, -2.1628], [-2.4464, 1.3782, -1.1729], [-2.8275, 2.0388, 0.2943], [-1.9358, 0.4877, -3.2031]]}



{"formula": "C36H64Cl24N5O2P2S2Si", "method": "ωB97M-V/def2-TZVPD", "spin_multiplicity": 1, "e_lumo_ev": -4.8, "mol_weight_g_mol": 1603.981, "total_charge": 1, "species": ["C", "C", "C", "N", "N", "N", "C", "C", "C", "C", "C", "C", "C", "C", "C", "Si", "C", "C", "C", "C", "C", "C", "C", "C", "C", "P", "N", "C", "N", "C", "S", "C", "P", "O", "O", "S", "H", "H", "H", "H", "H", "H", "H", "H", "H", "H", "H", "H", "H", "H", "H", "H", "H", "H", "H", "H", "H", "H", "H", "H", "H", "H", "H", "H", "H", "H", "H", "H", "H", "H", "H", "H", "H", "H", "H", "H", "C", "Cl", "Cl", "H", "H", "C", "Cl", "Cl", "H", "H", "C", "Cl", "Cl", "H", "H", "C", "Cl", "Cl", "H", "H", "C", "Cl", "Cl", "H", "H", "C", "Cl", "Cl", "H", "H", "C", "Cl", "Cl", "H", "H", "C", "Cl", "Cl", "H", "H", "C", "Cl", "Cl", "H", "H", "C", "Cl", "Cl", "H", "H", "C", "Cl", "Cl", "H", "H", "C", "Cl", "Cl", "H", "H"], "xyz": [[3.2953, 1.9422, 6.2326], [2.2017, 2.6009, 5.4153], [2.7417, 3.5947, 4.3677], [2.0137, 3.4663, 3.1006], [2.7262, 2.7529, 2.1279], [2.5158, 1.4731, 2.2308], [3.1324, 0.6848, 1.3765], [2.8844, -0.7527, 1.5796], [1.7557, -1.1808, 0.6164], [1.5472, -2.6833, 0.6257], [0.8819, -3.1390, 1.9325], [-0.5202, -2.5187, 2.0248], [-1.5812, -3.4000, 2.6624], [-2.9312, -2.6808, 2.6311], [-2.8877, -1.4819, 3.6002], [-3.0311, 0.2385, 2.8543], [-1.8340, 1.3333, 3.8249], [-2.6086, 0.3649, 1.0227], [-4.7382, 0.9914, 3.0591], [-4.8254, 2.3668, 2.9979], [-6.0384, 2.9900, 3.1280], [-7.1607, 2.2305, 3.3305], [-7.0896, 0.8666, 3.3841], [-5.8795, 0.2397, 3.2347], [3.9331, 1.2201, 0.3722], [4.7629, 0.0434, -0.8246], [5.5965, -1.0475, -0.0961], [4.1180, 2.5720, 0.2913], [4.8960, 3.1062, -0.7449], [4.3321, 3.0465, -1.8340], [3.6286, 2.7178, -3.1447], [3.5091, 3.3797, 1.2501], [3.8258, 5.2050, 1.2526], [3.3099, 5.8586, 2.5881], [2.9559, 5.8429, 0.0762], [5.6715, 5.6092, 0.9615], [4.0614, 1.5072, 5.6063], [2.8618, 1.1384, 6.8099], [3.6957, 2.6431, 6.9546], [1.4292, 3.0529, 6.0191], [1.7082, 1.8230, 4.8485], [3.8029, 3.3904, 4.2651], [2.6133, 4.5817, 4.7768], [1.6535, 4.3281, 2.7184], [3.7908, -1.3004, 1.3873], [2.5798, -0.8562, 2.6106], [0.8765, -0.6223, 0.9126], [2.0281, -0.8105, -0.3641], [0.9609, -2.9564, -0.2399], [2.5312, -3.1397, 0.5815], [0.8591, -4.2184, 1.8992], [1.5070, -2.7545, 2.7232], [-0.4228, -1.5704, 2.5405], [-0.8373, -2.2772, 1.0147], [-1.6350, -4.3244, 2.1175], [-1.2806, -3.5710, 3.6905], [-3.6931, -3.3858, 2.9404], [-3.1360, -2.3692, 1.6153], [-3.6545, -1.6253, 4.3505], [-1.9434, -1.5236, 4.1315], [-0.8913, 0.8134, 3.9629], [-1.6178, 2.2442, 3.2763], [-2.2408, 1.6039, 4.7895], [-3.3729, -0.1242, 0.4152], [-2.6176, 1.4190, 0.7712], [-1.6473, -0.0739, 0.8042], [-3.9045, 2.9242, 2.8455], [-6.1165, 4.0606, 3.0886], [-8.1053, 2.7243, 3.4540], [-7.9914, 0.3045, 3.5317], [-5.8195, -0.8332, 3.2807], [5.5203, 0.8680, -1.6554], [3.7121, -0.4426, -1.6118], [5.2596, -1.9733, -0.3216], [3.0222, 6.7657, 2.3976], [2.9671, 5.1844, -0.6333], [-4.8577, -7.4078, -2.3281], [-6.1552, -6.8598, -1.2586], [-3.4198, -6.3824, -2.1972], [-4.5819, -8.4219, -2.0523], [-5.2161, -7.3694, -3.3505], [8.1561, 8.3956, 0.6481], [9.4058, 9.5933, 0.3145], [8.7393, 6.7418, 0.4022], [7.8417, 8.4980, 1.6794], [7.3221, 8.5686, -0.0219], [-3.9784, -0.3228, -2.7724], [-4.3990, -1.6856, -1.7188], [-5.3545, 0.7488, -3.0435], [-3.1917, 0.2374, -2.2800], [-3.6343, -0.6932, -3.7305], [6.6717, -0.4038, -4.7033], [6.1482, -1.5035, -3.4160], [5.3148, 0.4398, -5.4503], [7.3504, 0.3265, -4.2807], [7.1719, -0.9839, -5.4704], [-7.1358, -4.9116, -4.2328], [-6.4717, -4.2557, -5.7314], [-7.6639, -6.5855, -4.4450], [-6.3700, -4.8745, -3.4672], [-7.9885, -4.3124, -3.9391], [6.5230, -2.8472, -8.2056], [5.0651, -2.1513, -7.4857], [7.7907, -1.6308, -8.4086], [6.8936, -3.6258, -7.5509], [6.2723, -3.2567, -9.1756], [-2.3766, 5.6643, 1.1675], [-3.7757, 4.8862, 1.9085], [-1.3055, 6.3876, 2.3824], [-1.8180, 4.9129, 0.6227], [-2.7138, 6.4434, 0.4951], [-8.9234, -3.3761, -8.6121], [-10.1114, -2.0860, -8.3862], [-9.6536, -4.8271, -9.3071], [-8.1494, -3.0218, -9.2814], [-8.5006, -3.6290, -7.6484], [-1.9171, -10.7430, -1.1360], [-3.6062, -10.4284, -1.5650], [-0.8889, -9.3345, -1.4211], [-1.8731, -10.9991, -0.0852], [-1.5574, -11.5640, -1.7427], [-3.9163, -0.2146, -7.2845], [-5.3111, -1.2011, -6.8363], [-2.9087, 0.3804, -5.9452], [-3.2894, -0.7987, -7.9462], [-4.2965, 0.6573, -7.8015], [3.0731, -2.9411, 5.9392], [1.3512, -3.0878, 5.5786], [3.8000, -1.5368, 5.1383], [3.1955, -2.8288, 7.0088], [3.5778, -3.8341, 5.5934], [4.8656, 7.0124, -2.5088], [3.1882, 7.0034, -3.0982], [5.7588, 8.4194, -3.0765], [4.8493, 7.0246, -1.4255], [5.3618, 6.1181, -2.8679]]}



{"formula": "C19H13BrCeF3N4O5", "method": "ωB97M-V/def2-TZVPD", "spin_multiplicity": 2, "relative_energy_kj_mol": 126.00, "s_squared": 0.751, "e_lumo_ev": [-1.4, -1.4], "mol_weight_g_mol": 654.350, "species": ["Ce", "Br", "C", "C", "C", "C", "O", "C", "C", "N", "C", "C", "C", "C", "C", "C", "C", "C", "N", "C", "C", "H", "H", "H", "H", "H", "H", "H", "H", "H", "H", "N", "N", "C", "O", "O", "H", "H", "H", "F", "C", "F", "F", "C", "O", "O"], "xyz": [[0.3298, 0.7603, 1.3264], [3.7488, -5.7904, -1.4920], [3.2305, -4.1668, -0.7732], [3.8940, -3.7241, 0.3658], [3.3662, -2.6833, 1.0873], [2.1720, -2.0111, 0.7570], [1.7805, -0.9334, 1.3756], [1.4934, -2.5196, -0.4257], [0.2439, -1.9278, -0.8947], [-0.2086, -0.7051, -0.6996], [-1.0776, -0.1160, -1.5741], [-1.0331, -0.3542, -2.9742], [-1.8731, 0.3525, -3.8971], [-2.7395, 1.2857, -3.3996], [-2.7182, 1.6173, -1.9847], [-3.5977, 2.5611, -1.4173], [-3.7026, 2.7464, -0.0277], [-2.9134, 1.9552, 0.8350], [-2.0818, 1.0406, 0.3233], [-2.0434, 0.8038, -1.0201], [2.1185, -3.4889, -1.2837], [4.7523, -4.1829, 0.7839], [3.8222, -2.3609, 1.9823], [-0.3607, -2.5282, -1.5581], [-0.5850, -1.2917, -3.2925], [-1.8283, 0.1931, -4.9973], [-3.3899, 1.8473, -4.0962], [-4.2267, 3.1723, -2.0491], [-4.4913, 3.3877, 0.3455], [-2.9850, 2.0852, 1.8900], [1.7807, -3.6648, -2.2942], [1.5223, 1.6898, -0.7106], [1.3154, 3.0970, -0.7253], [0.6017, 3.6267, 0.4229], [-0.1581, 4.5913, 0.2298], [0.7280, 2.9373, 1.5217], [2.5238, 1.4325, -0.5614], [1.2204, 1.2919, -1.6184], [0.9273, 3.4944, -1.6093], [0.0087, -2.1710, 4.8444], [0.0749, -0.8087, 5.1284], [-1.0433, -0.5796, 5.8664], [1.2249, -0.7137, 5.9080], [0.0610, 0.0575, 3.8460], [-0.8765, -0.1889, 2.9561], [0.9925, 0.8843, 3.5800]]}



{"formula": "C4H2GdO", "method": "ωB97M-V/def2-TZVPD", "spin_multiplicity": 9, "relative_energy_kj_mol": 0.00, "s_squared": 20.065, "e_lumo_ev": [-11.6, -11.5], "mol_weight_g_mol": 223.309, "total_charge": 2, "species": ["C", "C", "H", "O", "C", "C", "H", "Gd"], "xyz": [[-2.0190, 0.8511, 0.4492], [-2.5598, 1.2979, -0.5523], [-3.2764, 1.6131, -1.2919], [-0.8952, -1.9987, -0.1076], [-0.4010, -1.0454, 0.4285], [-0.6640, 0.3233, 0.6052], [-0.1110, 0.7969, 1.4342], [1.9574, 0.1378, -0.2171]]}



{"formula": "C4H7NO2", "method": "ωB97M-V/def2-TZVPD", "spin_multiplicity": 1, "relative_energy_kj_mol": 343.15, "smiles": "C/C(=N\\O)[C@H]1CO1", "e_lumo_ev": 1.0, "mol_weight_g_mol": 101.105, "species": ["C", "C", "N", "O", "C", "C", "O", "H", "H", "H", "H", "H", "H", "H"], "xyz": [[-1.2744, -1.1293, -0.1688], [-0.3925, 0.0835, -0.0870], [-0.7180, 1.1802, 0.4797], [-2.0059, 1.1152, 0.9935], [0.9661, 0.0311, -0.7094], [2.1612, 0.3984, 0.0423], [1.8296, -0.9678, -0.1824], [-2.2095, -0.8923, -0.6876], [-0.7674, -1.9492, -0.6829], [-1.5449, -1.4623, 0.8390], [-2.1232, 1.9916, 1.3816], [0.9840, 0.1052, -1.8000], [3.0435, 0.7550, -0.4879], [2.0514, 0.7408, 1.0698]]}



What did the first record say?
{"formula": "C4H3BrClNS", "method": "ωB97M-V/def2-TZVPD", "spin_multiplicity": 1, "relative_energy_kj_mol": 346.09, "smiles": "[S-][N+]#CCBr.C#CCl", "e_lumo_ev": -0.2, "mol_weight_g_mol": 212.499, "species": ["S", "N", "C", "C", "Br", "H", "H", "C", "C", "Cl", "H"], "xyz": [[-2.5836, -3.2474, -0.4226], [-1.6591, -2.0949, -0.0219], [-1.0255, -1.2070, 0.4326], [0.0584, -0.2627, 0.6794], [1.4712, -0.5558, -0.6285], [0.5650, -0.5564, 1.6031], [-0.2886, 0.8495, 0.7646], [-2.3075, 0.7637, -2.1628], [-2.4464, 1.3782, -1.1729], [-2.8275, 2.0388, 0.2943], [-1.9358, 0.4877, -3.2031]]}